DFT (ωB97M-V with the def2-TZVPD basis set) results for a structure of composition C46H60CrN3O3S3.

CARTESIAN COORDINATES (ANGSTROEM)
Cr (-0.634, 0.451, -0.705)
C (-4.795, 1.285, -1.340)
C (-3.348, 1.122, -1.729)
N (-2.596, 0.276, -1.058)
N (-3.255, -0.444, -0.114)
C (-2.590, -1.241, 0.634)
S (-0.918, -1.598, 0.533)
S (-3.508, -2.034, 1.930)
C (-3.520, -3.761, 1.265)
C (-4.768, -3.892, 0.467)
C (-4.816, -3.407, -0.836)
C (-6.012, -3.383, -1.527)
C (-7.172, -3.853, -0.933)
C (-7.125, -4.366, 0.353)
C (-5.933, -4.376, 1.052)
C (-2.789, 1.946, -2.772)
C (-3.597, 2.413, -3.821)
C (-3.111, 3.183, -4.854)
C (-1.772, 3.566, -4.855)
C (-0.953, 3.169, -3.827)
C (-1.406, 2.349, -2.763)
O (-0.581, 2.051, -1.827)
H (-4.905, 2.196, -0.750)
H (-5.099, 0.441, -0.725)
H (-5.449, 1.359, -2.205)
H (-3.497, -4.416, 2.134)
H (-2.609, -3.862, 0.678)
H (-3.918, -3.024, -1.298)
H (-6.039, -2.987, -2.533)
H (-8.109, -3.821, -1.472)
H (-8.024, -4.755, 0.813)
H (-5.900, -4.751, 2.067)
H (-4.638, 2.123, -3.860)
H (-3.770, 3.473, -5.662)
H (-1.379, 4.168, -5.667)
H (0.090, 3.457, -3.810)
C (2.255, 3.869, 5.516)
C (2.667, 2.660, 4.665)
C (4.006, 3.009, 4.000)
C (2.875, 1.440, 5.575)
C (1.599, 2.313, 3.634)
C (1.931, 1.643, 2.469)
C (0.948, 1.278, 1.545)
N (1.096, 0.630, 0.372)
C (2.118, -0.072, -0.135)
C (3.269, -0.546, 0.511)
C (4.288, -1.138, -0.208)
C (4.177, -1.159, -1.609)
C (3.031, -0.790, -2.286)
C (1.890, -0.407, -1.526)
O (0.698, -0.324, -1.992)
C (2.943, -0.712, -3.802)
C (4.283, -0.991, -4.488)
C (2.503, 0.716, -4.162)
C (1.907, -1.710, -4.329)
C (5.468, -1.764, 0.528)
C (4.990, -3.089, 1.141)
C (6.651, -2.064, -0.399)
C (5.974, -0.839, 1.645)
C (-0.424, 1.689, 1.760)
O (-1.270, 1.411, 0.839)
C (-0.761, 2.356, 2.957)
C (0.254, 2.618, 3.862)
C (-2.180, 2.814, 3.279)
C (-2.654, 2.111, 4.559)
C (-2.161, 4.340, 3.470)
C (-3.208, 2.511, 2.185)
H (3.097, 4.204, 6.122)
H (1.946, 4.688, 4.869)
H (1.439, 3.627, 6.192)
H (4.698, 3.393, 4.748)
H (4.468, 2.139, 3.542)
H (3.865, 3.770, 3.237)
H (3.629, 1.654, 6.332)
H (1.946, 1.168, 6.071)
H (3.203, 0.585, 4.987)
H (2.957, 1.415, 2.242)
H (3.314, -0.488, 1.585)
H (5.022, -1.495, -2.183)
H (5.053, -0.314, -4.124)
H (4.598, -2.020, -4.320)
H (4.178, -0.843, -5.562)
H (3.219, 1.439, -3.773)
H (2.437, 0.838, -5.242)
H (1.528, 0.930, -3.732)
H (2.226, -2.729, -4.110)
H (0.949, -1.522, -3.855)
H (1.795, -1.601, -5.407)
H (4.650, -3.760, 0.356)
H (5.800, -3.572, 1.688)
H (4.160, -2.919, 1.822)
H (6.382, -2.803, -1.150)
H (6.993, -1.159, -0.896)
H (7.481, -2.469, 0.180)
H (5.235, -0.728, 2.433)
H (6.877, -1.249, 2.095)
H (6.205, 0.146, 1.246)
H (-0.013, 3.109, 4.783)
H (-1.968, 2.273, 5.388)
H (-3.637, 2.477, 4.850)
H (-2.725, 1.041, 4.375)
H (-1.514, 4.636, 4.292)
H (-1.791, 4.806, 2.558)
H (-3.165, 4.711, 3.670)
H (-3.311, 1.441, 2.018)
H (-4.178, 2.900, 2.493)
H (-2.935, 2.979, 1.242)
C (-0.591, -3.869, -2.704)
S (-1.828, -2.546, -2.824)
C (-2.708, -3.131, -4.310)
H (-0.042, -3.936, -3.640)
H (-1.083, -4.813, -2.479)
H (0.075, -3.584, -1.896)
H (-3.158, -4.102, -4.115)
H (-2.015, -3.190, -5.144)
H (-3.478, -2.395, -4.515)

Properties
Energy relative to the best compared isomer or geometry (same formula, charge and spin) in kcal/mol: 0.0
E_HOMO (spin up / spin down) in eV: -3.78 / -4.45
Electronic energy in eV: -120221.459
LUMO energy (spin up / spin down) in eV: 2.386 / 1.249
Charge: -1
Spin multiplicity: 5

Atomic partial charges in e from the Löwdin method, atoms 1 to 5: 0.727, -0.004, -0.205, -0.067, -0.071